Entry 1:
Entry from the OMol25 dataset: a molecular structure, CH3FS2 (ωB97M-V/def2-TZVPD).

Results
E_tot = -936.00443 hartree
Relative energy (zero: lowest compared OMol25 entry of this formula, charge and spin) = 290.7 kJ/mol
Frontier orbital gap (spin up / spin down) = 8.70 / 6.43 eV
2S+1 = 1
Lowest unoccupied orbital energy (spin up / spin down) = -0.46 / -1.84 eV

Element x y z (Å)
C -1.300 -0.017 1.349
F -2.556 -0.342 0.995
S -0.133 0.654 0.208
S 1.484 0.427 -1.946
H -0.959 -0.581 2.095
H -0.994 0.975 -0.637
H 0.447 -0.243 -2.632



Entry 2:
Entry from the OMol25 dataset: 9 unconnected molecules or ions with the total composition C52H57N4O12 (ωB97M-V/def2-TZVPD).

Results
E_tot = -3136.77407 hartree
Relative energy (zero: lowest compared OMol25 entry of this formula, charge and spin) = 309.7 kJ/mol
Frontier orbital gap = 7.29 eV
Total charge = +1
2S+1 = 1
Lowest unoccupied orbital energy = -2.54 eV

Element x y z (Å)
C -0.205 2.420 -0.207
C -1.030 1.565 0.706
N -0.711 0.194 0.492
C 0.373 -0.424 1.031
C 0.206 -1.745 0.724
N -0.882 -1.883 0.029
C -1.483 -0.733 -0.084
C -1.418 -3.220 -0.428
H -0.428 3.508 -0.057
H -0.156 2.410 -1.178
H 0.874 2.410 0.155
H -2.239 1.839 0.619
H -0.789 1.687 1.657
H 1.178 0.071 1.654
H 0.926 -2.686 1.003
H -2.371 -0.515 -0.688
H -2.498 -3.320 -0.038
H -0.891 -4.272 0.105
H -1.322 -3.345 -1.467
N -4.044 3.508 0.903
C -4.694 3.147 -0.158
C -6.038 3.530 -0.498
C -6.599 4.513 0.314
C -5.905 4.950 1.455
C -4.656 4.441 1.712
H -4.027 2.439 -0.865
H -6.610 3.436 -1.379
H -7.553 4.939 0.090
H -6.414 5.701 2.185
H -4.254 4.572 2.556
N 0.297 4.123 2.828
C 1.579 3.739 2.920
C 2.631 4.563 2.438
C 2.349 5.807 1.900
C 1.023 6.290 1.992
C 0.057 5.373 2.445
H 1.869 2.734 3.211
H 3.818 4.037 2.413
H 3.266 6.402 1.378
H 0.765 7.281 1.481
H -0.812 5.844 2.484
C 3.091 4.592 -2.493
C 2.290 3.555 -3.269
C 0.941 3.818 -3.608
C 0.327 4.948 -3.022
C 1.030 5.803 -2.157
C 2.366 5.641 -1.907
O 3.046 6.567 -1.183
O 0.098 2.921 -4.119
H 4.017 4.370 -2.498
H 2.749 2.823 -3.746
H -0.722 4.977 -3.153
H 0.447 6.661 -1.665
H 4.035 6.492 -1.191
H 0.393 2.079 -4.614
C 0.240 -2.964 -3.857
C -0.100 -1.527 -3.297
C -1.359 -0.975 -3.753
C -2.103 -1.648 -4.697
C -1.898 -2.949 -5.236
C -0.640 -3.617 -4.767
O -0.381 -4.879 -5.137
O -1.639 0.301 -3.377
H 1.105 -3.301 -3.449
H 0.573 -1.004 -2.635
H -2.985 -1.179 -5.109
H -2.700 -3.473 -5.895
H 0.259 -5.012 -4.486
H -2.400 0.751 -3.960
C 0.991 0.666 5.014
C 0.486 -0.637 4.584
C 1.325 -1.653 4.105
C 2.716 -1.427 4.063
C 3.237 -0.069 4.504
C 2.405 0.906 4.946
O 2.937 2.076 5.488
O 0.848 -2.858 3.767
H 0.319 1.351 5.564
H -0.613 -0.748 4.683
H 3.342 -2.264 3.771
H 4.383 0.068 4.362
H 2.377 2.330 6.148
H 1.293 -3.489 3.315
C 4.033 1.299 -0.574
C 3.384 0.129 -1.425
C 3.258 -1.087 -0.976
C 3.664 -1.380 0.388
C 4.285 -0.351 1.157
C 4.524 1.027 0.779
O 5.136 1.921 1.539
O 2.719 -2.116 -1.689
H 3.739 2.187 -1.031
H 3.017 0.488 -2.327
H 3.522 -2.348 0.882
H 4.634 -0.680 2.197
H 5.378 1.731 2.267
H 2.877 -3.065 -1.561
C -2.562 -2.545 3.228
C -2.829 -1.102 2.711
C -3.987 -0.831 1.997
C -4.934 -1.833 1.737
C -4.751 -3.094 2.358
C -3.632 -3.549 3.082
O -3.330 -4.795 3.260
O -4.278 0.428 1.525
H -1.599 -2.593 3.573
H -1.960 -0.534 2.629
H -5.652 -1.751 1.134
H -5.255 -4.057 2.335
H -2.599 -4.857 3.712
H -4.785 0.553 0.721
C 1.824 -6.509 -3.834
C 2.424 -5.555 -2.794
C 1.816 -5.537 -1.522
C 0.715 -6.442 -1.275
C 0.224 -7.286 -2.187
C 0.798 -7.438 -3.491
O 0.397 -8.304 -4.449
O 2.282 -4.738 -0.529
H 2.617 -6.614 -4.645
H 3.332 -5.003 -3.166
H 0.244 -6.287 -0.352
H -0.567 -8.028 -2.211
H 0.337 -7.880 -5.465
H 2.228 -4.924 0.425



Entry 3:
Entry from the OMol25 dataset: a molecular structure, C20H22N2O3Sn (ωB97M-V/def2-TZVPD).

Results
E_tot = -1324.67407 hartree
Relative energy (zero: lowest compared OMol25 entry of this formula, charge and spin) = 505.4 kJ/mol
Frontier orbital gap (spin up / spin down) = 7.45 / 4.89 eV
2S+1 = 1
Lowest unoccupied orbital energy (spin up / spin down) = 0.07 / -0.34 eV

Element x y z (Å)
C -2.912 -0.898 -0.522
C -3.308 0.665 -2.009
H -2.709 -1.840 -1.021
H -4.011 -0.733 -0.501
H -2.732 -0.639 0.519
H -2.852 0.625 -3.025
H -4.237 0.018 -2.105
H -3.599 1.641 -1.543
C -0.352 -2.603 -0.731
C 0.586 -3.605 -0.631
C 1.845 -3.462 -1.200
C 2.125 -2.272 -1.874
H -1.322 -2.642 -0.266
H 0.293 -4.495 -0.095
H 2.589 -4.243 -1.112
H 3.099 -2.085 -2.341
N -0.097 -1.462 -1.397
C 1.139 -1.271 -1.948
C 1.360 0.069 -2.496
N 0.281 0.912 -2.382
C 0.400 2.181 -2.801
C 2.689 1.856 -3.461
C 1.569 2.677 -3.329
H -0.477 2.770 -2.661
H 1.591 3.709 -3.629
C 2.570 0.531 -3.033
H 3.428 -0.170 -3.098
H 3.621 2.234 -3.879
Sn -1.388 0.353 -1.009
C -1.474 2.322 -0.243
H -1.753 2.976 -1.054
H -0.478 2.516 0.120
H -2.204 2.327 0.557
O 1.975 1.733 2.882
C 1.241 0.830 3.550
C 1.181 0.903 4.952
C 0.414 -0.003 5.661
C -0.354 -0.966 4.993
C -0.408 -0.974 3.590
C 0.434 -0.130 2.841
C 0.224 0.135 1.411
O -0.888 -0.301 0.922
O 1.029 0.830 0.714
H 1.784 1.542 1.898
H 1.732 1.709 5.441
H 0.407 0.036 6.742
H -0.948 -1.687 5.552
H -1.101 -1.623 3.050



Entry 4:
Entry from the OMol25 dataset: a molecular structure, C16H42ClFeIP3 (ωB97M-V/def2-TZVPD).

Results
E_tot = -3679.96024 hartree
⟨S²⟩ = 8.77
Frontier orbital gap (spin up / spin down) = 5.81 / 8.44 eV
Total charge = +2
2S+1 = 6
Lowest unoccupied orbital energy (spin up / spin down) = -5.15 / -6.23 eV

Element x y z (Å)
C 0.302 1.555 -2.483
I -1.304 -2.884 -0.831
H 1.189 0.914 -2.601
H -0.337 1.440 -3.371
H -0.294 1.286 -1.561
Fe -0.324 -0.533 -1.278
P 0.815 3.285 -2.362
C -0.654 4.320 -2.283
C 1.841 3.506 -0.912
H 2.401 4.447 -1.003
H 2.291 4.682 -3.636
H 2.557 2.678 -0.826
H 2.488 2.953 -4.054
H -1.312 3.996 -1.465
H 1.235 3.543 0.003
C 1.757 3.739 -3.820
H -0.371 5.369 -2.118
H 1.083 3.871 -4.678
H -1.203 4.248 -3.233
P 0.725 -4.375 -1.103
C 0.099 -6.057 -1.061
C 1.525 -4.062 -2.677
H 2.321 -3.137 0.201
H 2.618 -4.912 0.216
H 1.314 -4.208 1.229
C 1.850 -4.127 0.274
H 1.873 -3.022 -2.726
H 2.382 -4.746 -2.756
H 0.958 -6.738 -1.130
H -0.577 -6.228 -1.910
H 0.820 -4.257 -3.497
H -0.439 -6.235 -0.121
Cl 1.875 -0.913 -1.088
C 0.736 -1.608 2.834
C -0.669 -1.345 2.287
C -1.720 -1.222 3.393
P -0.699 0.031 1.049
C -2.484 0.319 0.616
C -3.143 1.418 1.450
C -2.620 0.594 -0.890
C 0.097 1.499 1.837
C -0.360 1.826 3.263
C 1.627 1.379 1.787
H 1.017 -0.883 3.611
H 1.499 -1.602 2.044
H 0.753 -2.604 3.301
H -0.951 -2.219 1.663
H -1.535 -0.360 4.047
H -2.738 -1.154 2.992
H -1.669 -2.128 4.014
H -2.979 -0.639 0.844
H -2.612 2.376 1.366
H -4.165 1.574 1.078
H -3.228 1.149 2.510
H -2.026 -0.067 -1.587
H -3.668 0.396 -1.155
H -2.438 1.654 -1.118
H -0.219 2.329 1.180
H 0.022 1.102 3.995
H 0.058 2.807 3.534
H -1.448 1.906 3.364
H 1.982 0.954 0.839
H 2.072 2.376 1.908
H 2.006 0.746 2.599



Entry 5:
Entry from the OMol25 dataset: a molecular structure, C4H6NO3 (ωB97M-V/def2-TZVPD).

Results
E_tot = -436.32163 hartree
Relative energy (zero: lowest compared OMol25 entry of this formula, charge and spin) = 728.7 kJ/mol
Frontier orbital gap = 6.02 eV
Total charge = -1
2S+1 = 1
Lowest unoccupied orbital energy = 1.40 eV

Element x y z (Å)
C 1.638 1.050 -0.202
C 1.495 -0.339 -0.438
N 0.192 -0.843 -0.299
C -0.885 0.019 -0.740
C -2.296 -0.292 -0.365
O -3.138 -0.320 -1.300
O -2.542 -0.391 0.870
O 2.482 -1.123 -0.707
H 2.706 1.434 -0.486
H 0.912 1.506 0.295
H 0.134 -0.454 2.412
H -0.320 0.290 0.190
H -0.763 0.554 -1.630
H 0.385 -1.091 2.401



Entry 6:
Entry from the OMol25 dataset: a single C4H11N2O2P molecule (ωB97M-V/def2-TZVPD).

Results
E_tot = -760.38182 hartree
Relative energy (zero: lowest compared OMol25 entry of this formula, charge and spin) = 72.2 kJ/mol
Frontier orbital gap = 9.73 eV
2S+1 = 1
Lowest unoccupied orbital energy = 0.85 eV
SMILES = CO[P@@]1(=O)NCCN1C

Element x y z (Å)
C 1.276 -1.796 -1.485
O 0.056 -1.802 -0.732
P -0.976 -0.618 -0.398
O -1.981 -0.614 -1.428
N -1.257 -0.796 1.223
C -0.187 -0.099 2.012
C 0.549 0.865 1.040
N -0.033 0.842 -0.224
C -0.455 2.012 -0.985
H 2.132 -2.444 -1.002
H 1.648 -0.722 -1.510
H 1.158 -2.095 -2.511
H -1.890 -1.398 1.572
H 0.365 -0.929 2.435
H -0.642 0.312 2.943
H 0.457 1.834 1.628
H 1.568 0.383 0.963
H -0.062 2.039 -1.985
H -1.575 2.116 -1.115
H -0.152 2.909 -0.441



Entry 7:
Entry from the OMol25 dataset: a molecular structure, C4H7NO2 (ωB97M-V/def2-TZVPD).

Results
E_tot = -361.73205 hartree
Relative energy (zero: lowest compared OMol25 entry of this formula, charge and spin) = 390.7 kJ/mol
Frontier orbital gap = 9.31 eV
2S+1 = 1
Lowest unoccupied orbital energy = 0.59 eV

Element x y z (Å)
C -0.908 0.963 1.214
C 0.144 -0.352 -0.712
N 0.180 0.660 -1.680
C 1.279 -1.057 0.062
C -0.665 -0.320 0.517
O 0.511 -1.710 -0.965
O 0.818 -1.112 1.308
H 1.084 0.719 -2.132
H -0.536 0.537 -2.388
H 2.344 -1.018 -0.159
H -1.375 -1.127 0.673
H -0.336 1.782 0.784
H -1.971 1.202 1.230
H -0.570 0.834 2.247



Entry 8:
Entry from the OMol25 dataset: 2 unconnected molecules or ions with the total composition C3H4BNO3 (ωB97M-V/def2-TZVPD).

Results
E_tot = -421.85495 hartree
⟨S²⟩ = 2.01
Frontier orbital gap (spin up / spin down) = 7.15 / 5.50 eV
2S+1 = 3
Lowest unoccupied orbital energy (spin up / spin down) = -0.46 / -5.35 eV

Element x y z (Å)
B 3.742 0.915 0.277
C 4.171 -0.468 0.157
C 0.236 -0.886 -0.364
C -0.086 0.597 -0.456
N 4.638 -1.502 -0.122
O -0.837 -1.595 0.223
O 3.493 2.086 0.095
O 1.174 -1.485 -0.758
H -0.369 0.677 -1.456
H 1.026 0.857 -0.472
H -0.760 0.820 0.328
H -0.717 -2.471 0.634